1.
# C63H133N7O7

A cluster of 7 separate species, C63H133N7O7 in total in a non-equilibrium geometry (the ωB97M-V functional and the def2-TZVPD basis, the Open Molecules 2025 dataset).

Positions of all 210 atoms, in Å:
1 C 11.407 -2.774 -32.412
2 C 10.943 -1.286 -32.565
3 C 10.243 -1.286 -33.901
4 C 9.881 -1.106 -31.482
5 C 9.350 0.290 -31.200
6 C 10.537 1.244 -30.947
7 C 11.745 1.105 -31.910
8 C 11.411 1.881 -33.256
9 C 12.894 1.847 -31.063
10 N 12.047 -0.336 -32.237
11 O 13.136 -0.534 -33.076
12 H 11.723 -3.276 -33.326
13 H 12.280 -2.748 -31.759
14 H 10.691 -3.432 -31.919
15 H 9.874 -0.288 -34.137
16 H 10.978 -1.578 -34.651
17 H 9.392 -1.965 -33.838
18 H 9.018 -1.763 -31.594
19 H 10.338 -1.261 -30.505
20 H 8.746 0.488 -32.085
21 H 8.818 0.159 -30.257
22 H 10.700 1.335 -29.873
23 H 10.072 2.228 -31.015
24 H 12.281 1.897 -33.912
25 H 11.208 2.928 -33.030
26 H 10.640 1.387 -33.846
27 H 13.678 2.183 -31.741
28 H 13.311 1.225 -30.270
29 H 12.523 2.652 -30.429
30 H 13.670 -1.156 -32.575
31 C 20.493 5.566 -36.494
32 C 20.531 4.451 -35.420
33 C 19.254 3.533 -35.611
34 C 21.730 3.542 -35.784
35 C 22.053 2.527 -34.626
36 C 22.193 3.284 -33.226
37 C 21.103 4.245 -32.871
38 C 19.934 3.493 -32.356
39 C 21.576 5.133 -31.755
40 N 20.689 5.013 -34.051
41 O 19.706 5.957 -33.761
42 H 21.348 6.231 -36.371
43 H 20.605 5.220 -37.521
44 H 19.660 6.269 -36.492
45 H 18.382 4.127 -35.337
46 H 18.973 3.083 -36.562
47 H 19.360 2.751 -34.859
48 H 21.477 3.011 -36.702
49 H 22.537 4.226 -36.045
50 H 21.282 1.757 -34.619
51 H 23.037 2.122 -34.862
52 H 23.166 3.756 -33.089
53 H 22.298 2.495 -32.481
54 H 19.678 3.671 -31.312
55 H 20.134 2.441 -32.557
56 H 18.934 3.553 -32.786
57 H 22.009 4.511 -30.971
58 H 20.865 5.730 -31.185
59 H 22.402 5.716 -32.164
60 H 20.135 6.802 -33.607
61 C 9.348 19.668 -26.717
62 C 8.877 19.685 -25.260
63 C 9.601 20.886 -24.585
64 C 7.354 20.047 -25.279
65 C 6.501 18.740 -25.512
66 C 6.937 17.602 -24.696
67 C 8.383 17.255 -24.895
68 C 8.857 16.149 -23.888
69 C 8.425 16.563 -26.245
70 N 9.227 18.419 -24.681
71 O 10.572 18.222 -24.397
72 H 10.348 19.234 -26.729
73 H 8.978 18.824 -27.300
74 H 9.077 20.496 -27.372
75 H 9.431 20.748 -23.517
76 H 10.673 20.864 -24.783
77 H 9.160 21.833 -24.896
78 H 7.152 20.410 -24.271
79 H 7.000 20.842 -25.935
80 H 5.487 19.037 -25.244
81 H 6.547 18.570 -26.588
82 H 6.346 16.686 -24.679
83 H 6.911 17.805 -23.625
84 H 9.596 15.481 -24.330
85 H 7.996 15.516 -23.672
86 H 9.217 16.552 -22.941
87 H 9.501 16.478 -26.399
88 H 8.121 17.098 -27.145
89 H 8.070 15.533 -26.231
90 H 10.689 18.490 -23.482
91 C 19.908 2.117 -20.445
92 C 18.656 2.685 -21.299
93 C 17.426 2.726 -20.325
94 C 19.023 4.188 -21.655
95 C 19.692 4.393 -23.049
96 C 18.966 3.627 -24.136
97 C 18.723 2.134 -23.825
98 C 17.662 1.544 -24.692
99 C 20.034 1.291 -23.908
100 N 18.165 1.941 -22.449
101 O 17.976 0.614 -22.121
102 H 19.808 1.070 -20.155
103 H 20.895 2.242 -20.889
104 H 19.921 2.747 -19.555
105 H 17.165 1.719 -20.002
106 H 17.547 3.233 -19.368
107 H 16.588 3.214 -20.824
108 H 18.169 4.864 -21.695
109 H 19.654 4.611 -20.873
110 H 19.584 5.459 -23.248
111 H 20.683 3.965 -22.898
112 H 19.450 3.770 -25.102
113 H 17.998 4.099 -24.306
114 H 17.784 1.865 -25.726
115 H 16.633 1.812 -24.452
116 H 17.658 0.465 -24.846
117 H 19.723 0.246 -23.890
118 H 20.832 1.502 -23.196
119 H 20.511 1.517 -24.862
120 H 17.179 0.549 -22.651
121 C 14.164 14.466 -35.859
122 C 14.174 13.633 -37.153
123 C 13.546 12.224 -36.935
124 C 13.411 14.469 -38.197
125 C 13.389 13.985 -39.632
126 C 14.882 13.825 -40.105
127 C 15.881 13.039 -39.179
128 C 15.510 11.481 -39.505
129 C 17.364 13.306 -39.622
130 N 15.518 13.460 -37.776
131 O 16.383 12.954 -36.928
132 H 15.039 14.226 -35.255
133 H 13.889 15.510 -36.011
134 H 13.314 14.201 -35.229
135 H 13.898 11.884 -35.961
136 H 12.470 12.398 -36.941
137 H 13.891 11.479 -37.652
138 H 12.382 14.647 -37.884
139 H 13.827 15.476 -38.234
140 H 12.813 13.092 -39.876
141 H 12.837 14.705 -40.237
142 H 15.233 14.824 -40.363
143 H 14.910 13.289 -41.053
144 H 15.759 10.837 -38.661
145 H 16.211 10.906 -40.111
146 H 14.472 11.367 -39.817
147 H 17.617 13.542 -40.656
148 H 18.014 12.513 -39.254
149 H 17.704 14.238 -39.171
150 H 16.158 12.023 -36.860
151 C 12.635 10.444 -28.746
152 C 13.733 10.376 -27.669
153 C 13.587 11.468 -26.580
154 C 13.373 9.019 -26.966
155 C 13.830 7.862 -27.822
156 C 15.266 7.925 -28.250
157 C 15.590 9.188 -29.122
158 C 17.082 9.152 -29.142
159 C 15.028 9.106 -30.519
160 N 15.061 10.306 -28.276
161 O 15.513 11.467 -28.700
162 H 11.644 10.604 -28.322
163 H 12.914 11.256 -29.417
164 H 12.424 9.625 -29.434
165 H 13.357 12.460 -26.968
166 H 12.706 11.141 -26.027
167 H 14.450 11.503 -25.916
168 H 13.862 9.010 -25.992
169 H 12.296 9.005 -26.796
170 H 13.549 7.014 -27.196
171 H 13.076 7.683 -28.588
172 H 15.456 7.104 -28.942
173 H 15.824 7.958 -27.315
174 H 17.502 9.926 -29.784
175 H 17.365 8.168 -29.516
176 H 17.439 9.244 -28.116
177 H 14.914 10.066 -31.022
178 H 13.975 8.826 -30.538
179 H 15.760 8.561 -31.115
180 H 16.038 11.824 -27.980
181 C 16.088 20.034 -31.139
182 C 15.651 19.583 -29.725
183 C 14.364 20.468 -29.435
184 C 15.160 18.117 -29.795
185 C 14.992 17.350 -28.522
186 C 16.301 17.495 -27.721
187 C 16.710 19.013 -27.462
188 C 15.965 19.602 -26.307
189 C 18.238 18.817 -27.172
190 N 16.656 19.831 -28.697
191 O 16.886 21.232 -28.518
192 H 16.966 19.443 -31.404
193 H 15.240 20.025 -31.824
194 H 16.479 21.050 -31.093
195 H 14.065 20.489 -28.387
196 H 14.560 21.522 -29.633
197 H 13.462 20.239 -30.002
198 H 14.143 18.139 -30.187
199 H 15.617 17.460 -30.535
200 H 14.191 17.679 -27.860
201 H 14.770 16.306 -28.743
202 H 17.089 17.026 -28.311
203 H 16.163 17.032 -26.744
204 H 14.889 19.453 -26.397
205 H 16.174 20.670 -26.252
206 H 16.224 19.191 -25.331
207 H 18.442 18.037 -26.438
208 H 18.692 19.736 -26.801
209 H 18.845 18.469 -28.009
210 H 16.190 21.386 -27.876

The LUMO energy is 0.2 eV. Its max |F| is 4.178 eV Å⁻¹. The relative energy (zero: lowest compared OMol25 entry of this formula, charge and spin) is 9.672 eV. For the total energy, the calculation gives -3389.56374 Ha. The highest occupied orbital energy is -7.850 eV. Its SMILES is CC1(C)CCCC(C)(C)N1O.CC1(C)CCCC(C)(C)N1O.CC1(C)CCCC(C)(C)N1O.CC1(C)CCCC(C)(C)N1O.CC1(C)CCCC(C)(C)N1O.CC1(C)CCCC(C)(C)N1O.CC1(C)CCCC(C)(C)N1O.

Atomic partial charges in e from the Löwdin method, atoms 1 to 6: C -0.036; C -0.501; C -0.043; C -0.185; C -0.180; C -0.159

***

2.
# C63H138O51

A cluster of 19 separate species, C63H138O51 in total in a non-equilibrium geometry (the ωB97M-V functional and the def2-TZVPD basis, the Open Molecules 2025 dataset).

Positions of all 252 atoms, in Å:
1 C 16.058 -20.779 5.559
2 O 15.545 -21.919 6.216
3 C 16.510 -23.026 6.242
4 C 15.833 -24.312 5.679
5 O 15.755 -24.469 4.286
6 C 17.033 -24.648 3.684
7 H 16.908 -20.507 6.165
8 H 15.255 -19.961 5.585
9 H 16.263 -21.077 4.493
10 H 16.760 -23.151 7.301
11 H 17.405 -22.762 5.667
12 H 14.812 -24.427 5.957
13 H 16.392 -25.176 6.100
14 H 17.694 -23.801 3.809
15 H 16.807 -24.716 2.579
16 H 17.563 -25.518 4.134
17 C 16.477 -27.961 -1.211
18 O 15.659 -26.809 -1.452
19 C 15.811 -26.317 -2.740
20 C 17.134 -25.638 -3.097
21 O 17.940 -26.552 -3.693
22 C 19.274 -26.248 -3.697
23 H 16.148 -28.715 -1.939
24 H 16.162 -28.303 -0.177
25 H 17.522 -27.550 -1.231
26 H 15.060 -25.514 -2.908
27 H 15.658 -27.093 -3.569
28 H 17.544 -25.330 -2.162
29 H 16.983 -24.739 -3.658
30 H 19.518 -25.859 -2.664
31 H 19.600 -25.407 -4.371
32 H 19.949 -27.094 -3.975
33 C 11.960 -36.069 1.826
34 O 10.618 -36.443 1.900
35 C 9.651 -35.742 1.158
36 C 8.306 -36.197 1.596
37 O 7.908 -35.539 2.825
38 C 6.633 -35.888 3.267
39 H 12.310 -36.233 0.809
40 H 12.508 -36.778 2.452
41 H 12.232 -35.047 2.187
42 H 9.825 -35.914 0.108
43 H 9.838 -34.644 1.264
44 H 8.243 -37.302 1.679
45 H 7.613 -35.932 0.760
46 H 5.903 -35.464 2.542
47 H 6.360 -35.456 4.205
48 H 6.564 -36.991 3.348
49 C 10.608 -33.018 -2.036
50 O 9.440 -33.460 -2.716
51 C 8.365 -33.870 -1.931
52 C 7.092 -33.628 -2.727
53 O 5.952 -33.321 -1.971
54 C 5.305 -34.485 -1.451
55 H 10.445 -32.135 -1.449
56 H 11.357 -32.896 -2.804
57 H 11.005 -33.856 -1.426
58 H 8.223 -33.237 -1.056
59 H 8.640 -34.921 -1.641
60 H 6.820 -34.420 -3.403
61 H 7.397 -32.785 -3.340
62 H 5.761 -34.755 -0.495
63 H 5.354 -35.343 -2.126
64 H 4.249 -34.226 -1.281
65 C 21.459 -28.399 3.919
66 O 22.140 -28.882 2.768
67 C 21.859 -30.154 2.243
68 C 21.916 -30.158 0.769
69 O 20.864 -29.350 0.253
70 C 21.090 -29.052 -1.096
71 H 21.699 -28.923 4.840
72 H 20.355 -28.480 3.677
73 H 21.497 -27.325 3.996
74 H 20.799 -30.529 2.427
75 H 22.620 -30.880 2.650
76 H 21.663 -31.246 0.542
77 H 22.896 -29.944 0.332
78 H 20.177 -28.587 -1.514
79 H 21.271 -30.013 -1.643
80 H 22.015 -28.435 -1.162
81 C 12.296 -31.818 0.864
82 O 13.664 -31.494 0.793
83 C 14.018 -30.266 1.301
84 C 15.533 -30.199 1.430
85 O 15.935 -28.938 1.838
86 C 17.330 -28.864 1.979
87 H 11.927 -31.908 1.855
88 H 12.116 -32.803 0.360
89 H 11.686 -31.106 0.280
90 H 13.519 -30.066 2.256
91 H 13.793 -29.410 0.659
92 H 15.965 -30.464 0.413
93 H 15.844 -30.948 2.168
94 H 17.482 -27.791 2.291
95 H 17.765 -29.134 1.045
96 H 17.658 -29.544 2.715
97 C 17.981 -30.371 -2.889
98 O 16.580 -30.720 -2.766
99 C 16.339 -31.853 -2.106
100 O 17.167 -32.751 -1.854
101 O 15.010 -31.933 -1.878
102 C 14.550 -33.248 -1.556
103 H 18.417 -30.413 -1.865
104 H 17.993 -29.413 -3.349
105 H 18.481 -31.121 -3.493
106 H 14.880 -33.523 -0.594
107 H 14.951 -33.921 -2.319
108 H 13.478 -33.156 -1.506
109 C 19.252 -22.289 -1.631
110 O 17.942 -22.441 -1.121
111 C 16.974 -21.922 -1.885
112 O 17.126 -21.129 -2.792
113 O 15.834 -22.466 -1.429
114 C 14.693 -21.722 -2.035
115 H 19.815 -23.198 -1.374
116 H 19.801 -21.345 -1.242
117 H 19.161 -22.138 -2.711
118 H 14.865 -20.649 -2.023
119 H 13.911 -21.926 -1.341
120 H 14.528 -22.004 -3.071
121 C 14.470 -29.358 5.728
122 O 15.425 -29.371 6.790
123 C 16.475 -28.614 6.540
124 O 16.446 -27.690 5.737
125 O 17.611 -28.934 7.159
126 C 17.824 -30.223 7.736
127 H 13.969 -30.326 5.736
128 H 14.955 -29.277 4.716
129 H 13.786 -28.547 5.976
130 H 17.031 -30.441 8.376
131 H 18.806 -30.111 8.268
132 H 17.930 -30.966 6.875
133 C 15.361 -32.931 7.085
134 O 15.962 -33.594 5.982
135 C 15.392 -33.396 4.805
136 O 14.427 -32.685 4.644
137 O 15.941 -34.232 3.909
138 C 15.347 -34.380 2.572
139 H 16.063 -32.956 7.881
140 H 14.428 -33.384 7.381
141 H 15.143 -31.892 6.740
142 H 14.898 -33.438 2.227
143 H 14.632 -35.163 2.523
144 H 16.132 -34.605 1.813
145 C 9.275 -26.491 -0.310
146 O 7.882 -26.448 -0.102
147 C 7.443 -26.939 1.097
148 O 8.179 -27.172 2.060
149 O 6.129 -27.077 0.972
150 C 5.367 -27.568 2.118
151 H 9.928 -25.864 0.312
152 H 9.373 -26.108 -1.320
153 H 9.620 -27.509 -0.438
154 H 5.589 -28.579 2.368
155 H 4.290 -27.580 1.855
156 H 5.492 -26.938 3.067
157 C 11.013 -31.700 5.791
158 O 10.935 -30.973 4.533
159 C 10.967 -29.638 4.769
160 O 11.132 -29.123 5.832
161 O 10.875 -28.999 3.601
162 C 11.088 -27.611 3.665
163 H 12.018 -31.529 6.252
164 H 10.799 -32.746 5.572
165 H 10.280 -31.344 6.465
166 H 10.590 -27.117 4.515
167 H 10.648 -27.156 2.757
168 H 12.116 -27.446 3.709
169 C 14.693 -29.832 -5.473
170 O 13.535 -29.771 -4.555
171 C 12.956 -30.945 -4.174
172 O 13.429 -32.030 -4.452
173 O 11.813 -30.728 -3.535
174 C 11.483 -29.393 -3.110
175 H 15.594 -29.993 -4.821
176 H 14.618 -28.880 -5.947
177 H 14.530 -30.620 -6.200
178 H 10.697 -29.549 -2.353
179 H 11.133 -28.799 -3.987
180 H 12.359 -28.943 -2.666
181 C 20.563 -33.645 4.859
182 O 19.381 -32.829 4.933
183 C 18.848 -32.229 3.863
184 O 17.993 -31.366 3.858
185 O 19.404 -32.724 2.758
186 C 18.914 -32.261 1.513
187 H 21.449 -33.063 4.648
188 H 20.443 -34.384 4.014
189 H 20.622 -34.067 5.835
190 H 19.472 -32.813 0.808
191 H 19.096 -31.176 1.317
192 H 17.893 -32.542 1.404
193 C 6.651 -29.130 -2.224
194 O 7.784 -29.331 -1.356
195 C 7.506 -29.763 -0.096
196 O 6.387 -29.844 0.309
197 O 8.649 -30.014 0.585
198 C 8.450 -30.498 1.938
199 H 6.025 -28.265 -1.910
200 H 5.967 -29.994 -2.165
201 H 7.028 -28.932 -3.238
202 H 7.432 -30.814 2.107
203 H 8.749 -29.686 2.573
204 H 9.140 -31.306 2.125
205 C 11.817 -40.246 -1.193
206 O 11.547 -39.377 -2.265
207 C 11.590 -38.088 -2.048
208 O 11.543 -37.567 -0.986
209 O 11.791 -37.496 -3.264
210 C 11.761 -36.096 -3.293
211 H 12.781 -40.684 -1.349
212 H 11.042 -41.039 -1.145
213 H 11.735 -39.792 -0.206
214 H 10.714 -35.683 -3.150
215 H 12.111 -35.718 -4.277
216 H 12.418 -35.737 -2.550
217 C 13.488 -25.289 -6.705
218 O 12.665 -25.740 -5.599
219 C 12.873 -25.039 -4.486
220 O 13.741 -24.186 -4.380
221 O 11.967 -25.410 -3.610
222 C 12.150 -24.851 -2.265
223 H 13.393 -24.232 -6.964
224 H 12.965 -25.918 -7.512
225 H 14.517 -25.466 -6.459
226 H 11.209 -24.289 -2.082
227 H 12.904 -24.094 -2.252
228 H 12.339 -25.644 -1.557
229 C 21.040 -25.901 0.695
230 O 20.957 -24.486 0.451
231 C 20.271 -23.798 1.379
232 O 19.632 -24.298 2.309
233 O 20.253 -22.534 1.089
234 C 19.457 -21.696 1.901
235 H 21.142 -26.429 -0.264
236 H 20.137 -26.185 1.177
237 H 21.896 -26.152 1.272
238 H 19.446 -20.685 1.473
239 H 19.802 -21.838 2.925
240 H 18.342 -21.897 1.909
241 C 13.853 -26.532 1.604
242 O 13.027 -25.366 1.326
243 C 13.418 -24.145 1.054
244 O 12.571 -23.335 0.684
245 O 14.659 -23.849 1.347
246 C 15.002 -22.527 1.542
247 H 14.621 -26.509 0.782
248 H 13.202 -27.375 1.506
249 H 14.234 -26.425 2.646
250 H 14.262 -21.997 2.122
251 H 15.201 -22.051 0.597
252 H 15.869 -22.579 2.239

The LUMO energy is 0.5 eV. Its max |F| is 3.287 eV Å⁻¹. For the total energy, the calculation gives -6320.15133 Ha. The highest occupied orbital energy is -8.927 eV.

Atomic partial charges in e from the Löwdin method, atoms 1 to 6: C -0.125; O -0.223; C -0.143; C -0.197; O -0.195; C -0.117